(1)
{
  "formula": "C20H21F3N2O3S",
  "method": "the ωB97M-V functional and the def2-TZVPD basis",
  "symbols": ["C", "C", "C", "C", "C", "S", "O", "O", "C", "C", "O", "N", "C", "C", "N", "C", "C", "C", "C", "C", "C", "F", "F", "F", "C", "C", "C", "C", "C", "H", "H", "H", "H", "H", "H", "H", "H", "H", "H", "H", "H", "H", "H", "H", "H", "H", "H", "H", "H", "H"],
  "xyz": [[-6.486, -2.540, 2.417], [-5.757, -1.422, 1.741], [-4.437, -1.134, 2.078], [-3.749, -0.126, 1.431], [-4.389, 0.599, 0.446], [-3.476, 1.832, -0.460], [-4.357, 2.872, -0.915], [-2.313, 2.227, 0.296], [-2.877, 0.928, -1.951], [-2.304, -0.375, -1.471], [-3.007, -1.371, -1.391], [-1.012, -0.386, -1.088], [-0.099, 0.740, -1.167], [1.148, 0.475, -0.325], [1.824, -0.723, -0.771], [3.178, -0.880, -0.672], [3.843, -1.900, -1.373], [5.209, -2.059, -1.278], [5.976, -1.211, -0.495], [5.328, -0.200, 0.197], [6.092, 0.743, 1.080], [5.833, 2.034, 0.793], [5.776, 0.590, 2.383], [7.421, 0.600, 0.999], [3.955, -0.031, 0.126], [0.969, -1.788, -1.250], [-0.424, -1.636, -0.653], [-5.698, 0.339, 0.096], [-6.380, -0.670, 0.749], [-7.555, -2.347, 2.445], [-6.324, -3.466, 1.866], [-6.124, -2.685, 3.432], [-3.947, -1.710, 2.850], [-2.728, 0.118, 1.681], [-2.184, 1.580, -2.470], [-3.763, 0.741, -2.551], [-0.585, 1.636, -0.777], [0.202, 0.907, -2.210], [1.815, 1.330, -0.445], [0.863, 0.409, 0.734], [3.287, -2.564, -2.014], [5.690, -2.851, -1.831], [7.044, -1.330, -0.424], [3.502, 0.753, 0.710], [0.896, -1.775, -2.348], [1.381, -2.754, -0.943], [-0.369, -1.669, 0.441], [-1.081, -2.443, -0.987], [-6.165, 0.936, -0.672], [-7.405, -0.884, 0.484]],
  "e_lumo_ev": 0.483,
  "fmax_ev_per_a": 1.06,
  "smiles": "Cc1ccc(S(=O)(=O)CC(=O)N2CCN(c3cccc(C(F)(F)F)c3)CC2)cc1",
  "orbital_gap_ev": 8.63,
  "e_tot_ev": -49191.871,
  "de_lowest_kcal_mol": 7.9
}

(2)
{
  "formula": "C20H21F4N3Pd",
  "method": "the ωB97M-V functional and the def2-TZVPD basis",
  "symbols": ["Pd", "C", "C", "N", "C", "C", "C", "C", "N", "C", "C", "F", "C", "F", "C", "C", "F", "C", "F", "H", "H", "H", "H", "H", "H", "H", "H", "H", "H", "H", "H", "H", "H", "H", "C", "C", "C", "C", "C", "C", "C", "C", "N", "H", "H", "H", "H", "H", "H"],
  "xyz": [[-0.042, 0.216, 0.147], [1.640, -2.462, 1.154], [2.466, -1.436, 0.395], [1.743, -0.728, -0.694], [2.636, 0.352, -1.217], [2.033, 1.309, -2.232], [1.319, -1.644, -1.786], [-0.098, -2.181, -1.676], [-0.970, -1.172, -1.098], [-2.307, -1.418, -0.967], [-3.124, -0.506, -0.270], [-2.529, 0.580, 0.276], [-4.474, -0.641, -0.098], [-5.129, 0.305, 0.591], [-5.160, -1.723, -0.609], [-4.398, -2.642, -1.292], [-4.991, -3.725, -1.820], [-3.036, -2.512, -1.469], [-2.415, -3.488, -2.172], [2.166, -2.746, 2.067], [1.469, -3.368, 0.570], [0.675, -2.052, 1.431], [3.343, -1.930, -0.038], [2.823, -0.674, 1.082], [3.518, -0.123, -1.664], [2.975, 0.908, -0.349], [1.997, 0.885, -3.236], [2.641, 2.213, -2.277], [1.027, 1.590, -1.965], [2.014, -2.487, -1.826], [1.411, -1.102, -2.721], [-0.103, -3.106, -1.092], [-0.406, -2.453, -2.684], [-6.227, -1.847, -0.474], [0.458, 1.527, 1.700], [1.271, 2.391, 2.517], [1.509, 2.093, 3.861], [2.251, 2.942, 4.661], [2.784, 4.112, 4.133], [2.579, 4.415, 2.790], [1.835, 3.563, 1.996], [3.540, 5.017, 4.979], [4.140, 5.733, 5.649], [0.232, 1.913, 0.684], [-0.087, 0.674, 2.111], [1.096, 1.180, 4.276], [2.428, 2.704, 5.703], [3.001, 5.324, 2.379], [1.667, 3.801, 0.949]],
  "e_lumo_ev": [-1.539, -1.535],
  "fmax_ev_per_a": 2.70,
  "orbital_gap_ev": [5.67, 5.68],
  "e_tot_ev": -39897.056,
  "de_lowest_kcal_mol": 32.6
}

(3)
{
  "formula": "C20H21F5N4OPdSSi",
  "method": "the ωB97M-V functional and the def2-TZVPD basis",
  "symbols": ["Pd", "F", "C", "C", "F", "C", "F", "C", "S", "C", "F", "C", "F", "C", "Si", "C", "C", "N", "C", "C", "C", "C", "C", "C", "H", "H", "H", "H", "H", "H", "H", "H", "H", "H", "H", "H", "H", "H", "C", "N", "C", "C", "C", "N", "C", "O", "N", "H", "H", "H", "H", "H", "H", "H"],
  "xyz": [[-0.312, -0.098, 0.301], [-5.160, 1.488, 5.003], [-4.512, 1.433, 3.862], [-3.633, 0.369, 3.601], [-3.469, -0.597, 4.489], [-2.931, 0.348, 2.407], [-2.091, -0.690, 2.119], [-3.040, 1.374, 1.456], [-2.059, 1.470, 0.030], [-3.962, 2.402, 1.722], [-4.114, 3.366, 0.831], [-4.690, 2.441, 2.906], [-5.531, 3.428, 3.130], [3.571, -0.368, 1.872], [2.244, 1.000, 1.732], [0.714, 0.346, 2.731], [2.618, 2.789, 2.275], [1.610, 1.031, 0.101], [2.089, 1.270, -1.095], [3.452, 1.637, -1.320], [3.926, 1.816, -2.593], [3.076, 1.675, -3.693], [1.729, 1.351, -3.502], [1.237, 1.150, -2.240], [3.861, -0.480, 2.913], [4.460, -0.132, 1.298], [3.182, -1.322, 1.519], [1.001, 0.260, 3.776], [0.409, -0.672, 2.423], [-0.128, 1.047, 2.704], [2.898, 2.798, 3.324], [1.755, 3.443, 2.156], [3.439, 3.220, 1.711], [4.092, 1.747, -0.459], [4.966, 2.067, -2.751], [3.455, 1.824, -4.692], [1.076, 1.269, -4.360], [0.183, 0.909, -2.079], [1.328, -3.741, -2.761], [0.032, -3.259, -2.333], [-1.108, -3.753, -2.859], [-2.327, -3.278, -2.496], [-2.373, -2.212, -1.554], [-1.231, -1.733, -1.055], [-0.025, -2.253, -1.396], [0.990, -1.796, -0.855], [-3.521, -1.673, -1.162], [1.202, -4.619, -3.391], [1.934, -3.995, -1.892], [1.844, -2.961, -3.325], [-1.004, -4.543, -3.588], [-3.235, -3.677, -2.914], [-4.400, -2.018, -1.512], [-3.519, -0.897, -0.516]],
  "e_lumo_ev": [-9.909, -9.903],
  "fmax_ev_per_a": 3.19,
  "charge": 2,
  "orbital_gap_ev": [3.69, 3.69],
  "e_tot_ev": -64852.408,
  "de_lowest_kcal_mol": 61.6
}

(4)
{
  "formula": "C20H21F6N2O9ReSb",
  "method": "the ωB97M-V functional and the def2-TZVPD basis",
  "symbols": ["Re", "O", "C", "O", "C", "C", "C", "C", "C", "O", "C", "C", "O", "O", "H", "H", "H", "H", "H", "H", "H", "H", "F", "Sb", "F", "F", "F", "F", "F", "C", "C", "C", "C", "C", "N", "H", "H", "H", "H", "H", "H", "H", "H", "H", "O", "C", "O", "C", "C", "C", "C", "C", "C", "N", "O", "O", "H", "H", "H", "H"],
  "xyz": [[-0.777, 0.583, 0.822], [0.905, 1.302, -2.778], [0.754, 1.331, -1.600], [-0.437, 0.972, -1.044], [1.841, 1.811, -0.636], [1.259, 2.820, 0.359], [2.336, 3.591, 1.100], [2.922, 2.513, 2.044], [2.088, 1.290, 1.713], [0.768, 1.902, 1.409], [2.441, 0.719, 0.332], [1.814, -0.643, 0.128], [2.234, -1.577, -0.446], [0.536, -0.686, 0.738], [2.621, 2.248, -1.256], [0.422, 3.405, -0.012], [3.066, 4.005, 0.406], [1.897, 4.412, 1.662], [3.979, 2.319, 1.871], [2.791, 2.783, 3.089], [1.960, 0.566, 2.510], [3.513, 0.603, 0.192], [-1.192, 0.112, 2.763], [-0.398, -0.690, 4.572], [-1.922, 0.135, 5.257], [0.482, 0.978, 4.586], [0.312, -1.371, 6.135], [0.988, -1.279, 3.441], [-1.407, -2.178, 4.061], [-4.396, -3.012, 1.691], [-4.208, -2.445, 0.272], [-5.455, -1.669, -0.190], [-3.833, -3.549, -0.728], [-3.104, -1.491, 0.332], [-2.235, -0.743, 0.378], [-5.255, -3.681, 1.672], [-4.590, -2.221, 2.415], [-3.520, -3.573, 2.014], [-6.300, -2.357, -0.171], [-5.334, -1.295, -1.206], [-5.677, -0.835, 0.474], [-4.645, -4.276, -0.736], [-2.918, -4.061, -0.433], [-3.713, -3.152, -1.735], [-3.659, 3.209, 0.553], [-2.765, 3.079, 1.312], [-1.885, 1.976, 1.097], [-2.358, 3.927, 2.447], [-1.428, 3.499, 3.393], [-1.104, 4.326, 4.454], [-1.705, 5.568, 4.522], [-2.631, 6.016, 3.596], [-2.970, 5.176, 2.552], [-1.340, 6.468, 5.645], [-1.738, 7.609, 5.585], [-0.688, 5.987, 6.545], [-0.972, 2.523, 3.331], [-0.408, 4.018, 5.221], [-3.066, 6.998, 3.702], [-3.698, 5.478, 1.812]],
  "e_lumo_ev": [-6.181, -6.202],
  "fmax_ev_per_a": 0.63,
  "charge": 1,
  "orbital_gap_ev": [7.07, 7.05],
  "e_tot_ev": -67455.998
}